[1]
70
Properties=species:S:1:pos:R:3:forces:R:3 method="wB97M-V/def2-TZVPD" s2=0.754 homo_lumo_gap_ev="7.66 / 6.01" multiplicity=2 max_force_ev_per_a=1.654
Ir 0.2403 -0.4468 -1.1934 -0.33 -0.15 1.62
O 1.2702 3.3735 -1.7487 -0.06 0.00 -0.11
C 0.6797 2.3262 -1.7341 -0.18 -0.02 -0.21
O 1.1719 1.1575 -2.0359 0.23 -0.40 -0.16
C -0.8131 2.2562 -1.4910 0.12 -0.11 -0.10
C -1.5653 3.4086 -1.5108 -0.03 0.08 0.10
C -2.9430 3.3123 -1.4308 -0.02 -0.09 0.01
C -3.5036 2.0495 -1.3396 0.01 0.10 0.02
C -2.6818 0.9382 -1.3174 -0.06 -0.17 0.23
N -1.3518 1.0270 -1.3838 0.17 0.02 -0.77
H -1.0369 4.3477 -1.6005 -0.01 0.00 0.00
H -3.5652 4.1968 -1.4502 0.00 0.00 0.01
H -4.5728 1.9067 -1.2802 0.00 0.00 -0.01
H -3.1145 -0.0449 -1.2184 0.06 0.03 -0.01
F 3.4119 1.1213 -0.2582 -0.01 -0.06 0.01
Te 3.5573 -0.7434 -0.0248 0.04 -0.14 -0.07
F 4.5367 -0.4198 -1.6001 -0.04 -0.05 0.09
F 4.2736 -2.4409 -0.4546 -0.08 0.11 0.04
F 2.9778 -1.8429 1.4003 0.01 0.03 -0.02
F 4.9956 -0.3521 1.0546 0.04 0.01 0.02
O 2.0289 -1.1681 -1.0024 -0.26 -0.28 0.31
C -0.5450 3.9529 6.1088 0.00 0.01 0.03
C -0.1483 3.1235 4.9197 0.00 -0.12 -0.01
C 0.3410 3.7107 3.7639 -0.01 -0.04 -0.06
C 0.7074 2.9510 2.6571 -0.10 0.00 0.01
C 1.2828 3.6190 1.4427 0.02 -0.01 0.03
C 0.5529 1.5651 2.7117 0.01 0.16 -0.02
C 0.1138 0.9416 3.8792 0.10 -0.05 0.15
C 0.1030 -0.5548 4.0244 -0.22 -0.12 -0.15
C -0.2386 1.7358 4.9614 -0.04 0.10 0.02
C 0.9999 0.7389 1.5360 -0.05 -0.10 0.33
O 2.1601 0.3413 1.5382 0.38 -0.07 0.01
O 0.1080 0.4896 0.6473 -0.32 0.59 -0.59
H -0.3283 5.0075 5.9439 0.00 0.00 0.00
H -0.0106 3.6330 7.0047 0.00 0.00 0.00
H -1.6125 3.8559 6.3141 -0.01 0.00 0.00
H 0.4546 4.7880 3.7184 0.01 0.02 0.00
H 1.3330 4.6981 1.5791 0.02 0.01 0.01
H 0.6800 3.4284 0.5601 -0.06 0.03 -0.02
H 2.2872 3.2529 1.2226 0.00 -0.02 -0.01
H 1.0624 -0.9819 3.7280 -0.01 -0.01 -0.04
H -0.6737 -1.0176 3.4072 0.19 0.14 0.22
H -0.0860 -0.8303 5.0605 0.01 -0.01 0.02
H -0.5725 1.2524 5.8731 -0.01 0.00 0.02
F -2.0284 -1.6096 -3.1085 -0.13 -0.03 0.05
C -2.2032 -2.0913 -1.8628 -0.10 0.10 -0.15
C -1.3897 -1.6695 -0.8162 0.48 -0.12 0.17
C -1.7566 -2.1374 0.4336 0.06 -0.01 0.20
F -1.0388 -1.8201 1.5127 0.02 -0.17 -0.16
C -2.8340 -2.9873 0.6455 0.05 0.09 -0.09
F -3.1169 -3.4192 1.8685 -0.03 -0.05 0.11
C -3.6089 -3.3872 -0.4253 0.11 0.08 0.00
F -4.6482 -4.1888 -0.2464 -0.09 -0.08 0.02
C -3.2912 -2.9259 -1.6912 0.04 -0.01 0.01
F -4.0471 -3.2741 -2.7305 -0.05 -0.01 -0.06
C 1.6649 -2.5187 -6.0477 0.03 -0.01 -0.03
C 1.2905 -2.6087 -4.6111 -0.07 -0.06 0.00
C 1.3976 -3.6361 -3.6991 -0.01 0.10 -0.03
C 0.9164 -3.1425 -2.4776 -0.05 0.08 -0.20
N 0.4903 -1.8900 -2.6644 0.22 0.64 -0.73
N 0.7426 -1.5793 -3.9490 -0.01 0.06 -0.13
C 0.9431 -3.8610 -1.1760 -0.02 -0.02 0.05
H 1.9352 -3.5038 -6.4198 0.00 0.01 0.00
H 2.5212 -1.8572 -6.1825 0.00 0.01 0.00
H 0.8389 -2.1391 -6.6495 0.00 0.00 0.00
H 1.8105 -4.6133 -3.8746 -0.01 -0.03 -0.01
H 0.5393 -0.6518 -4.2818 0.02 0.02 0.02
H 0.4308 -4.8206 -1.2612 0.02 0.01 -0.02
H 0.4955 -3.2911 -0.3719 -0.02 0.02 0.04
H 1.9801 -4.0399 -0.8952 0.06 -0.02 -0.01

=====

[2]
60
Properties=species:S:1:pos:R:3:forces:R:3 method="wB97M-V/def2-TZVPD" s2=6.029 homo_lumo_gap_ev="7.04 / 5.15" multiplicity=5 max_force_ev_per_a=0.396
Pt 0.3508 -0.1365 -0.1366 0.34 -0.17 0.08
S 2.4637 0.7957 2.2131 0.08 -0.04 -0.04
C 1.0645 1.7784 2.2076 -0.05 0.13 0.05
C 0.8914 2.7966 3.1544 0.18 -0.08 0.00
C -0.2710 3.5410 3.1624 -0.19 0.05 -0.05
C -1.2446 3.2644 2.2161 0.08 0.10 0.14
C -1.0131 2.2544 1.2924 0.06 -0.13 -0.16
N 0.1006 1.5319 1.2853 -0.19 0.01 -0.02
H 1.6792 2.9737 3.8721 0.01 -0.02 -0.02
H -0.4137 4.3195 3.8996 -0.02 0.01 -0.01
H -2.1762 3.8108 2.1809 0.00 0.01 0.01
H -1.7338 2.0148 0.5227 0.00 -0.02 0.01
F -4.0609 -0.5044 -3.5544 0.04 0.00 0.02
C -3.0042 -0.0770 -4.2721 -0.06 -0.12 -0.02
F -3.4740 0.2489 -5.4913 -0.03 0.04 -0.01
F -2.1888 -1.1250 -4.4434 0.03 0.02 0.00
C -2.3263 1.0948 -3.6176 -0.05 0.23 -0.09
C -2.4722 2.3547 -4.1758 0.07 -0.22 0.04
C -1.8753 3.4416 -3.5623 0.04 0.15 0.03
C -1.1434 3.2145 -2.4110 0.03 0.00 -0.06
N -0.9889 2.0147 -1.8551 -0.31 0.07 -0.23
C -1.5897 0.9617 -2.4301 0.12 -0.05 0.26
S -1.4499 -0.5586 -1.5703 -0.13 0.04 0.01
H -3.0415 2.4741 -5.0864 -0.01 0.01 0.00
H -1.9692 4.4368 -3.9731 0.01 0.00 0.03
H -0.6466 4.0354 -1.9032 0.01 0.01 -0.01
N 6.6557 1.0714 -3.9988 -0.03 0.00 0.02
C 5.6796 0.8908 -3.4182 0.31 0.03 -0.19
C 4.4671 0.6665 -2.6974 -0.31 -0.09 0.23
C 3.3999 1.5504 -2.8382 0.00 -0.02 0.00
C 2.2243 1.3337 -2.1349 -0.06 0.05 -0.07
C 2.0886 0.2411 -1.2841 0.12 -0.09 0.21
C 3.1717 -0.6312 -1.1429 -0.02 0.03 0.05
C 4.3499 -0.4302 -1.8416 0.01 0.11 -0.09
H 3.4944 2.4026 -3.4988 0.01 0.00 0.00
H 1.4040 2.0271 -2.2614 0.01 0.00 0.01
H 3.1087 -1.4731 -0.4644 -0.01 0.01 -0.01
H 5.1826 -1.1118 -1.7266 0.00 0.00 0.00
C -2.4163 -2.6742 3.8241 0.04 0.12 -0.08
N -1.9677 -1.4330 3.2136 -0.02 -0.08 0.01
C -2.6028 -1.2451 1.9212 0.06 0.01 0.08
C -0.5086 -1.2956 3.1657 -0.11 0.00 0.03
C 0.2183 -2.2614 2.2486 -0.04 0.01 0.26
C 0.5254 -3.5240 2.7627 0.02 -0.04 -0.09
C 1.0636 -4.5219 1.9663 -0.01 0.03 0.04
C 1.2990 -4.2642 0.6241 0.00 0.01 -0.03
C 1.0381 -3.0007 0.1120 0.05 -0.06 0.05
C 0.5289 -1.9811 0.9181 -0.13 0.05 -0.29
H -3.4972 -2.6243 3.9632 0.00 -0.03 0.01
H -1.9508 -2.7972 4.8034 0.01 -0.01 0.00
H -2.1903 -3.5593 3.2118 -0.01 -0.04 0.03
H -3.6856 -1.2206 2.0552 0.00 0.00 -0.01
H -2.3613 -2.0414 1.2019 -0.01 0.02 -0.04
H -2.2899 -0.2944 1.4848 -0.01 -0.03 -0.01
H -0.1487 -1.4254 4.1900 0.04 0.00 -0.01
H -0.3047 -0.2675 2.8783 0.04 0.02 -0.06
H 0.3317 -3.7216 3.8113 -0.01 -0.01 0.00
H 1.2897 -5.4920 2.3901 0.00 0.00 -0.01
H 1.6934 -5.0351 -0.0264 0.01 -0.01 0.02
H 1.2424 -2.8144 -0.9370 0.00 0.01 -0.01

=====

[3]
60
Properties=species:S:1:pos:R:3:forces:R:3 method="wB97M-V/def2-TZVPD" smiles="COc1ccc(CN(C(=O)CSc2nnc(-c3c[nH]c4ccccc34)o2)c2ccc(F)cc2)cc1OC" homo_lumo_gap_ev=8.20 max_force_ev_per_a=1.558
C -3.9068 -3.0398 0.3788 -0.22 -0.30 -0.06
O -3.5800 -1.7254 0.7731 0.23 0.22 -0.04
C -2.2753 -1.3693 0.9839 0.06 0.03 0.19
C -2.1015 -0.2529 1.7922 -0.02 -0.31 -0.08
C -0.8461 0.2316 2.0992 0.07 -0.16 0.00
C 0.2793 -0.4126 1.6130 -0.09 0.05 0.09
C 1.6578 0.0426 2.0206 -0.28 0.10 0.13
N 2.3715 0.7869 0.9762 -0.07 -0.39 0.15
C 1.9139 2.0211 0.6658 0.34 0.32 -0.26
O 0.9540 2.5235 1.2106 -0.18 0.14 0.25
C 2.6318 2.7858 -0.4423 -0.12 -0.08 -0.39
S 3.0396 1.7945 -1.9208 0.03 0.42 -0.13
C 1.5818 0.8709 -2.0359 0.26 -0.30 -0.14
N 1.4653 -0.3242 -2.5162 1.34 0.63 0.13
N 0.1574 -0.6405 -2.4434 -1.55 0.14 0.11
C -0.4627 0.3752 -1.9096 0.50 -0.84 -0.46
C -1.8542 0.4709 -1.6306 -0.63 0.11 0.06
C -2.8120 -0.4172 -2.0668 0.62 0.20 -0.09
N -4.0271 -0.0326 -1.6152 -0.33 -0.12 -0.14
C -3.8950 1.0955 -0.8492 0.34 0.44 0.21
C -4.8515 1.8266 -0.1590 -0.10 0.02 0.07
C -4.4179 2.9249 0.5531 -0.21 -0.10 0.00
C -3.0682 3.2830 0.5840 0.21 0.09 0.03
C -2.1138 2.5634 -0.1011 -0.07 0.11 0.03
C -2.5290 1.4569 -0.8373 -0.40 -0.17 -0.18
O 0.4006 1.3855 -1.6280 -0.28 -0.05 -0.11
C 3.6549 0.3043 0.6074 0.46 -0.02 0.10
C 3.7828 -0.8551 -0.1499 0.07 0.10 0.19
C 5.0356 -1.3385 -0.4734 0.16 0.01 0.07
C 6.1523 -0.6560 -0.0248 -0.13 0.12 0.06
F 7.3759 -1.1253 -0.3346 -0.05 0.02 0.00
C 6.0496 0.4915 0.7405 0.21 -0.15 -0.18
C 4.7917 0.9658 1.0611 -0.25 -0.20 -0.09
C 0.1159 -1.5116 0.7783 -0.03 -0.08 -0.01
C -1.1401 -1.9948 0.4347 -0.07 -0.07 0.07
O -1.3318 -3.0561 -0.4064 -0.28 0.31 0.17
C -0.2218 -3.5819 -1.1014 0.25 -0.08 -0.14
H -3.3957 -3.7826 0.9949 -0.01 0.01 -0.04
H -3.6677 -3.2241 -0.6706 -0.03 -0.01 0.09
H -4.9834 -3.1260 0.5313 0.06 -0.03 0.01
H -2.9876 0.2298 2.1720 -0.16 0.07 0.03
H -0.7436 1.1084 2.7171 0.04 0.12 0.07
H 2.2798 -0.8179 2.2760 -0.04 0.14 0.00
H 1.5656 0.6941 2.8962 0.06 -0.13 -0.02
H 1.9892 3.6163 -0.7385 0.08 -0.12 0.19
H 3.5869 3.1790 -0.0951 0.00 0.01 0.00
H -2.6749 -1.2853 -2.6809 -0.02 -0.18 -0.10
H -4.8863 -0.5381 -1.7518 0.14 0.02 0.02
H -5.8919 1.5378 -0.1728 -0.12 0.00 0.01
H -5.1329 3.5163 1.1059 -0.07 0.03 0.03
H -2.7677 4.1411 1.1660 0.04 0.08 0.05
H -1.0718 2.8323 -0.0437 0.11 0.04 0.02
H 2.9039 -1.3570 -0.5208 -0.12 -0.01 -0.05
H 5.1521 -2.2265 -1.0731 0.04 -0.10 -0.07
H 6.9412 0.9940 1.0800 0.11 0.02 0.03
H 4.6875 1.8501 1.6725 -0.03 0.07 0.08
H 0.9924 -2.0045 0.3892 0.08 -0.10 -0.08
H 0.2568 -2.8114 -1.7122 -0.02 -0.11 0.08
H 0.5027 -4.0376 -0.4186 -0.03 0.00 0.00
H -0.6316 -4.3552 -1.7496 0.08 0.01 0.02

=====

[4]
53
Properties=species:S:1:pos:R:3:forces:R:3 method="wB97M-V/def2-TZVPD" homo_lumo_gap_ev=3.86 max_force_ev_per_a=2.554 charge=+1
C 1.6822 0.8327 -3.9255 0.17 0.14 -0.26
C 1.0614 0.1352 -2.7616 -1.06 0.21 0.71
N 1.5128 -1.1417 -2.5213 0.63 0.97 -0.37
C 1.1545 -1.7385 -1.2938 1.17 -0.36 1.19
C -0.2045 -2.3011 -1.2604 -1.26 -0.58 -0.80
C -1.1217 -2.0844 -2.3124 0.61 0.29 1.02
C -2.4772 -2.5050 -2.2373 0.16 -0.58 0.96
C -2.8666 -3.3154 -1.1123 0.12 0.36 -0.58
C -4.2063 -3.7801 -1.0324 -0.11 -0.13 0.13
C -5.1378 -3.4456 -1.9892 0.24 -0.05 0.16
C -4.7659 -2.6120 -3.0710 0.85 0.33 -0.09
C -3.4630 -2.1418 -3.1899 -0.63 -0.48 0.11
C -1.8986 -3.6264 -0.1180 0.31 0.02 0.20
C -0.6080 -3.1432 -0.1825 -0.54 0.27 0.09
C 2.1074 -1.7703 -0.3186 -1.28 -0.70 -0.96
O 0.1673 0.6409 -2.0804 0.96 -0.18 -0.62
H 2.3013 0.1689 -4.5342 -0.09 0.15 0.05
H 0.8744 1.2452 -4.5266 0.06 0.02 -0.10
H 2.2834 1.6700 -3.5637 -0.01 -0.06 -0.05
H 2.4741 -1.2972 -2.8109 -0.35 -0.14 -0.07
H -0.8362 -1.4895 -3.1762 -0.01 -0.13 0.20
H -4.4722 -4.4240 -0.1853 0.02 0.27 -0.36
H -6.1622 -3.8202 -1.9209 0.37 0.14 -0.01
H -5.5045 -2.3445 -3.8205 0.09 0.00 0.11
H -3.1647 -1.4951 -4.0097 -0.14 -0.10 0.00
H -2.2267 -4.2457 0.7256 0.27 0.19 -0.33
H 0.1127 -3.3597 0.6113 -0.40 -0.05 -0.26
H 1.9414 -2.3633 0.5791 0.15 0.38 -0.09
H 3.1006 -1.3673 -0.5144 -0.28 -0.03 0.14
F 2.5399 0.9137 6.0890 0.40 0.84 -1.04
C 2.9766 1.5019 4.9332 -0.31 -0.43 0.47
C 4.3424 1.7435 4.7739 -0.66 -0.01 -0.65
C 4.7607 2.3626 3.5944 0.01 -0.15 0.61
C 3.8542 2.5954 2.5844 -0.05 -0.07 -0.98
C 2.4936 2.1789 2.6478 0.66 0.21 0.87
C 1.7192 2.2988 1.4544 -0.86 2.39 0.30
C 0.2981 2.3919 1.2965 -0.10 -0.02 -0.06
C -0.2039 3.1224 0.1756 0.00 -0.47 -0.31
C -1.5583 3.1709 -0.1276 0.37 0.08 0.17
C -2.4733 2.5775 0.7402 0.22 -0.12 -0.22
C -2.0408 1.9899 1.9294 0.74 -0.23 0.46
C -0.6825 1.8946 2.2069 -0.19 0.05 -0.06
C 2.0518 1.7942 3.9520 -0.41 -0.29 -0.21
H 5.0238 1.4508 5.5452 0.28 0.00 0.34
H 5.8073 2.6246 3.4832 -0.19 0.09 -0.06
H 4.1776 3.1667 1.7118 0.03 -0.54 0.00
H 2.2938 2.7048 0.5811 -0.49 -0.73 0.75
H 0.4988 3.6654 -0.4437 0.03 -0.27 -0.22
H -1.8957 3.6443 -1.0489 0.12 -0.03 0.33
H -3.5246 2.5485 0.4824 0.01 0.11 0.04
H -2.7531 1.5717 2.6398 0.15 0.14 -0.24
H -0.3593 1.4518 3.1385 -0.27 -0.29 -0.31
H 0.9961 1.7543 4.2137 0.47 -0.42 -0.07

=====

Result set for energy relative to the best compared isomer or geometry (same formula, charge and spin): 220.70 68.59 0.00 3.70 kJ/mol, one per record in the order listed.